Record 1
ORCA calculation (ωB97M-V/def2-TZVPD) on C7H10N as an isolated structure at a distorted geometry.

```
18
Properties=species:S:1:pos:R:3
C -0.814 0.215 -0.555
C 0.064 -0.444 -0.068
C 1.617 0.530 2.454
C 1.855 -2.356 0.456
C 2.277 -0.319 1.675
C -2.499 0.872 -2.284
C -1.917 1.052 -0.872
N 1.611 -1.170 0.751
H 2.171 1.236 3.083
H 0.607 0.835 2.021
H 2.590 -2.821 1.093
H 1.240 -2.730 -0.459
H 3.361 -0.490 1.553
H -3.243 1.754 -2.503
H -2.991 -0.083 -2.558
H -1.708 0.990 -3.046
H -2.658 0.882 -0.202
H -1.564 2.047 -0.540
```

Results
**Electronic energy**: -8897.458 eV
**LUMO level**: -5.6483 eV
**Energy above the lowest of the compared OMol25 structures with the same formula, charge and spin**: 141.48 kcal/mol
**Kohn-Sham gap**: 0.322 Eh
**Charge**: +1

Record 2
ORCA calculation (ωB97M-V/def2-TZVPD) on the molecule C7H10N2 at a distorted geometry.

```
19
Properties=species:S:1:pos:R:3
C -2.119 -0.749 0.599
C -2.589 0.299 -0.372
C 2.024 -0.850 -0.479
C 2.684 0.322 0.163
C -1.195 -0.282 -0.542
C 1.247 -0.051 0.526
C -0.043 0.548 0.059
N -0.281 1.876 0.648
N 0.274 1.891 -0.414
H -1.939 -0.342 1.628
H -2.509 -1.664 0.450
H -3.352 0.025 -0.987
H -2.792 1.392 -0.082
H 1.829 -0.613 -1.447
H 2.533 -1.739 -0.327
H 3.328 0.168 0.920
H 2.881 1.199 -0.294
H -1.050 -0.826 -1.483
H 1.068 -0.602 1.435
```

Results
**Electronic energy**: -10396.356 eV
**LUMO level**: 1.0644 eV
**Energy above the lowest of the compared OMol25 structures with the same formula, charge and spin**: 121.18 kcal/mol
**Kohn-Sham gap**: 0.380 Eh
**SMILES string**: C1CC1C1(C2CC2)N=N1